(1)
{"formula": "C32H31N2O", "method": "ωB97M-V/def2-TZVPD", "total_charge": 1, "homo_lumo_gap_ev": 2.3, "relative_energy_kcal_mol": 62.5, "e_tot_ev": -38706.2291, "elements": ["C", "C", "C", "C", "C", "C", "C", "C", "C", "C", "C", "C", "C", "C", "C", "H", "H", "H", "H", "H", "H", "H", "H", "H", "H", "H", "H", "H", "C", "O", "C", "C", "C", "C", "C", "C", "C", "C", "N", "C", "C", "C", "C", "C", "C", "C", "N", "C", "H", "H", "H", "H", "H", "H", "H", "H", "H", "H", "H", "H", "H", "H", "H", "H", "H", "H"], "positions_angstrom": [[-2.67572, 1.61500, 0.27851], [-3.37937, 1.06631, 1.39630], [-4.20527, -0.07902, 1.24071], [-4.86564, -0.64261, 2.32231], [-4.75289, -0.06120, 3.59675], [-3.96951, 1.08752, 3.77309], [-3.29070, 1.64488, 2.69675], [-1.98519, 2.81870, 0.33197], [-1.28459, 3.38376, -0.72507], [-0.53888, 4.59709, -0.61743], [0.09567, 5.15776, -1.76071], [0.83500, 6.32999, -1.66715], [0.96634, 6.98686, -0.43062], [0.34396, 6.45873, 0.70959], [-0.39708, 5.28577, 0.62461], [-2.72968, 1.09537, -0.68090], [-4.30028, -0.50670, 0.24046], [-5.47263, -1.53784, 2.17643], [-5.27616, -0.49796, 4.44571], [-3.88237, 1.55557, 4.75517], [-2.67953, 2.53436, 2.85258], [-2.01819, 3.37703, 1.26601], [-1.31354, 2.87286, -1.69004], [-0.01876, 4.63389, -2.71176], [1.31522, 6.73816, -2.55778], [1.54914, 7.90356, -0.35481], [0.43516, 6.95919, 1.67522], [-0.86888, 4.88584, 1.52239], [1.06419, -0.77222, 2.54879], [1.72317, -1.84921, 1.83620], [1.19009, -2.28679, 0.67901], [-0.19234, -2.76056, 0.71143], [-1.16446, -2.11460, -0.07256], [-2.45741, -2.62972, -0.11655], [-2.79905, -3.72642, 0.68089], [-1.85471, -4.29650, 1.54244], [-0.55753, -3.80262, 1.58445], [1.99862, -2.19285, -0.46582], [1.68507, -2.56714, -1.74187], [0.51066, -3.27437, -2.18116], [2.72051, -2.22880, -2.60443], [3.73395, -1.69947, -1.83010], [4.95448, -1.31962, -2.38365], [5.09301, -1.46863, -3.77451], [4.04797, -1.99037, -4.56212], [2.83372, -2.38897, -3.98158], [3.27651, -1.68511, -0.51788], [4.07167, -1.27584, 0.61222], [1.67724, -0.61989, 3.43679], [1.05988, 0.12517, 1.91429], [0.03856, -1.05265, 2.81910], [-0.86044, -1.24224, -0.65741], [-3.18677, -2.17311, -0.78897], [-3.80992, -4.13095, 0.63355], [-2.11803, -5.13999, 2.18216], [0.20942, -4.21539, 2.24361], [0.78019, -3.76279, -3.12043], [0.20486, -4.02637, -1.44279], [-0.32442, -2.58958, -2.37819], [5.74109, -0.92981, -1.73755], [6.02408, -1.17536, -4.26046], [4.18882, -2.08773, -5.63856], [1.99608, -2.80323, -4.54429], [5.06232, -1.03089, 0.22091], [3.64470, -0.38789, 1.10080], [4.15862, -2.09039, 1.34593]], "forces_ev_per_angstrom": [[-0.18, 0.42, -0.03], [-0.35, -0.19, 0.61], [0.34, 0.18, -0.18], [-0.04, 0.12, 0.16], [0.16, 0.03, -0.56], [0.18, 0.19, -0.21], [-0.11, -0.21, -0.09], [0.07, 0.17, 0.09], [-0.31, -0.31, 0.29], [0.45, 0.85, 0.14], [-0.20, -0.28, 0.30], [-0.01, 0.05, 0.16], [-0.27, -0.49, -0.23], [-0.16, -0.25, -0.01], [0.09, 0.02, -0.34], [0.04, -0.05, 0.24], [-0.01, 0.04, 0.40], [0.18, 0.31, 0.07], [0.13, 0.08, -0.21], [-0.06, -0.21, -0.30], [-0.20, -0.35, 0.09], [0.08, -0.26, -0.31], [0.11, 0.13, 0.14], [0.13, 0.24, 0.19], [-0.15, -0.12, 0.30], [-0.14, -0.22, -0.05], [0.01, -0.12, -0.35], [0.24, 0.23, -0.24], [0.40, -0.81, -0.89], [0.60, 0.43, 2.46], [0.65, 0.41, -2.79], [-0.19, 0.32, 0.08], [-0.07, -0.51, 0.35], [0.03, -0.05, 0.08], [-0.06, 0.12, -0.15], [0.02, 0.06, 0.18], [-0.13, 0.31, -0.46], [-1.57, 0.18, 2.11], [-0.37, -0.37, -0.79], [0.07, -0.13, -0.29], [-0.32, -0.39, -0.69], [0.81, 0.30, 0.10], [-0.43, -0.10, -0.09], [-0.34, -0.14, -0.08], [0.20, 0.12, 0.29], [0.18, 0.17, 0.38], [0.38, 0.17, 0.10], [0.29, 0.07, 0.18], [-0.18, 0.10, -0.04], [-0.07, -0.01, 0.14], [0.15, 0.09, 0.00], [-0.16, -0.30, 0.13], [0.07, -0.24, 0.21], [0.25, 0.05, 0.02], [-0.06, 0.23, -0.21], [-0.30, 0.00, -0.24], [-0.18, -0.13, 0.18], [0.09, 0.22, -0.29], [0.09, -0.26, 0.05], [-0.07, -0.07, -0.43], [-0.26, -0.09, 0.17], [-0.03, 0.02, 0.30], [0.43, 0.16, -0.06], [-0.13, -0.01, 0.25], [0.22, -0.27, -0.10], [0.00, 0.37, -0.24]]}


(2)
{"formula": "C2H3FO3S", "method": "ωB97M-V/def2-TZVPD", "total_charge": 0, "homo_lumo_gap_ev": 8.9, "relative_energy_kcal_mol": 137.9, "e_tot_ev": -21811.1520, "elements": ["C", "C", "O", "O", "O", "F", "S", "H", "H", "H"], "positions_angstrom": [[-5.17316, -2.30692, -1.70790], [-4.47475, -1.59016, -1.03267], [1.08802, 2.37484, 2.58569], [3.22130, 1.96751, 1.37433], [4.78085, 0.17380, 0.03818], [3.78489, -0.14576, -0.87312], [2.01167, 2.72107, 1.53922], [-5.66378, -2.80350, -2.53088], [4.39064, 0.78825, 0.78036], [-3.96568, -1.17911, -0.17322]], "forces_ev_per_angstrom": [[0.51, 0.60, -0.71], [-0.47, -0.80, 0.79], [0.75, 0.09, -0.66], [-0.36, 0.22, 0.36], [1.19, 1.02, 2.16], [-1.00, 0.31, 0.01], [-0.58, -0.08, 0.47], [0.08, 0.11, 0.60], [-0.01, -1.56, -2.34], [-0.12, 0.08, -0.68]]}


(3)
{"formula": "C9H12N2O4SY", "method": "ωB97M-V/def2-TZVPD", "total_charge": 3, "homo_lumo_gap_ev": [6.5, 6.5], "relative_energy_kcal_mol": 61.6, "e_tot_ev": -32543.4950, "elements": ["Y", "O", "C", "C", "O", "C", "O", "C", "O", "C", "C", "N", "C", "S", "N", "C", "C", "H", "H", "H", "H", "H", "H", "H", "H", "H", "H", "H", "H"], "positions_angstrom": [[-2.43864, 0.98213, 0.18266], [-3.73930, -0.09232, -2.68219], [-3.43631, 0.34137, -1.65686], [-3.14680, -0.05516, 2.00886], [-3.21858, -0.68041, 2.97619], [-2.25397, 3.19990, 0.36825], [-1.84766, 4.27299, 0.48218], [-4.86376, 1.82920, 0.51311], [-5.93755, 2.19262, 0.64726], [0.40304, -2.27955, -1.23090], [0.81207, -0.91217, -1.61731], [0.25188, 0.10591, -0.69490], [0.47413, 0.20435, 0.68263], [-0.45797, 1.25005, 1.71644], [1.48482, -0.46502, 1.34391], [2.85207, -0.76868, 0.82062], [3.54895, 0.42753, 0.29571], [0.73144, -2.53736, -0.22544], [0.85078, -2.99037, -1.93294], [-0.67728, -2.39270, -1.28168], [1.88012, -0.73269, -1.65888], [0.41806, -0.65221, -2.62036], [-0.44051, 0.73031, -1.07299], [1.40331, -0.39033, 2.33581], [3.40267, -1.18715, 1.68721], [2.71431, -1.58194, 0.12518], [3.68775, 1.16798, 1.07713], [4.53738, 0.12713, -0.06313], [3.00553, 0.88660, -0.52558]], "forces_ev_per_angstrom": [[1.67, -0.05, 1.56], [1.14, 2.04, 4.68], [-3.18, -3.78, -9.31], [-1.01, -4.57, 7.21], [0.02, 2.76, -4.19], [2.50, 7.93, 0.73], [-2.02, -4.51, -0.51], [-4.09, 1.37, 0.45], [3.66, -1.23, -0.43], [0.17, -0.96, 0.11], [-0.18, 0.97, -0.97], [-0.20, 0.06, 2.73], [2.71, -1.80, -0.06], [-0.04, 0.13, -0.02], [-2.25, 1.94, -2.46], [-0.26, -1.42, 1.03], [0.40, 0.54, -0.37], [0.02, -0.14, 0.00], [-0.13, -0.01, 0.17], [-0.19, -0.11, -0.06], [0.20, -0.17, -0.02], [0.26, -0.03, 0.51], [0.86, 0.59, -0.53], [0.04, 0.14, 0.72], [-0.44, 0.15, -0.45], [0.35, -0.21, -0.39], [0.07, 0.13, 0.07], [-0.12, 0.09, 0.00], [0.04, 0.14, -0.22]]}


(4)
{"formula": "C27H20BrN5O3PSSe2V", "method": "ωB97M-V/def2-TZVPD", "total_charge": -1, "multiplicity": 4, "homo_lumo_gap_ev": [6.8, 7.0], "relative_energy_kcal_mol": 11.1, "e_tot_ev": -288470.8332, "elements": ["V", "Se", "P", "Se", "C", "C", "C", "C", "C", "C", "C", "C", "C", "C", "C", "C", "H", "H", "H", "H", "H", "H", "H", "H", "H", "H", "S", "C", "N", "C", "C", "C", "N", "H", "H", "H", "H", "N", "C", "O", "C", "C", "N", "C", "N", "H", "H", "Br", "C", "C", "C", "C", "C", "C", "C", "O", "O", "H", "H", "H", "H"], "positions_angstrom": [[0.09682, 0.46113, 0.08188], [-0.15929, 0.39216, 2.84766], [-1.04861, -1.51140, 2.33179], [-0.93146, -2.02432, 0.24099], [-0.34109, -2.86185, 3.33382], [-0.50951, -4.18408, 2.93497], [-0.03025, -5.21634, 3.72559], [0.62419, -4.93704, 4.91750], [0.80287, -3.61995, 5.31411], [0.32346, -2.58537, 4.52346], [-2.78179, -1.48261, 2.90346], [-3.83412, -1.74857, 2.04076], [-5.14365, -1.72114, 2.50661], [-5.40391, -1.43306, 3.83548], [-4.35074, -1.16389, 4.70355], [-3.04838, -1.18393, 4.23884], [-1.00003, -4.40201, 1.99422], [-0.16077, -6.24147, 3.40277], [1.00497, -5.74467, 5.53018], [1.32520, -3.39223, 6.23473], [0.48422, -1.55345, 4.81153], [-3.62512, -1.96154, 0.99995], [-5.95651, -1.92086, 1.82008], [-6.42390, -1.40823, 4.19805], [-4.54612, -0.92907, 5.74222], [-2.23281, -0.94936, 4.91289], [2.42107, -0.59952, 0.24027], [2.71956, 1.04013, 0.03047], [2.67412, 1.87557, 1.11997], [2.74935, 3.22066, 1.02355], [2.97968, 3.78014, -0.18748], [3.10892, 2.88306, -1.27734], [3.01317, 1.58530, -1.18164], [2.40180, 1.42888, 1.98976], [2.61280, 3.77062, 1.94334], [3.04315, 4.84812, -0.31820], [3.30073, 3.26772, -2.27397], [-1.67686, -0.22786, -2.97306], [-0.59065, 0.58411, -3.01374], [0.11508, 0.71206, -1.98648], [-0.29332, 1.27918, -4.22407], [-1.10818, 1.08022, -5.35297], [-1.80654, 0.92554, -6.26333], [0.75048, 2.22522, -4.22794], [1.59137, 3.01845, -4.24251], [-1.92259, -0.64389, -2.09025], [-2.28758, -0.31452, -3.76509], [-6.23234, 4.60252, 0.33517], [-4.35227, 4.74066, 0.11043], [-3.79185, 5.98738, -0.11853], [-2.41804, 6.09113, -0.28064], [-1.61817, 4.96093, -0.20624], [-2.19912, 3.72052, 0.02053], [-3.57468, 3.59976, 0.17563], [-1.34257, 2.49112, 0.09104], [-1.88221, 1.35724, 0.06501], [-0.08830, 2.62652, 0.17484], [-4.42577, 6.86187, -0.17315], [-1.97287, 7.05948, -0.46994], [-0.54553, 5.01288, -0.33264], [-4.00501, 2.62237, 0.34266]], "forces_ev_per_angstrom": [[-0.78, 0.01, -0.25], [0.01, -0.01, -0.06], [-0.03, 0.07, -0.03], [0.07, -0.11, 0.01], [0.07, 0.01, 0.12], [-0.04, -0.02, -0.03], [-0.01, -0.02, -0.02], [0.02, 0.02, 0.03], [0.00, -0.02, -0.01], [0.01, 0.04, -0.03], [-0.07, -0.02, 0.02], [-0.01, 0.01, -0.05], [0.02, -0.01, -0.02], [0.01, 0.01, 0.03], [-0.03, 0.00, -0.01], [0.05, 0.00, 0.02], [-0.01, 0.02, 0.00], [0.00, 0.00, 0.01], [0.00, 0.00, 0.00], [0.00, -0.01, 0.01], [-0.01, 0.00, 0.00], [0.01, 0.00, 0.01], [-0.02, 0.00, 0.01], [0.00, 0.00, 0.00], [-0.01, 0.00, 0.00], [0.01, -0.01, -0.01], [0.10, -0.15, 0.01], [0.16, 0.20, -0.35], [-0.05, 0.09, 0.14], [0.01, -0.13, 0.01], [-0.03, -0.07, -0.05], [0.08, 0.16, -0.04], [0.01, -0.05, 0.18], [0.01, 0.03, -0.01], [0.00, 0.02, -0.01], [-0.01, 0.01, -0.01], [-0.05, -0.01, -0.02], [0.05, -0.10, -0.09], [-0.15, 0.02, 0.05], [0.31, 0.05, 0.32], [-0.09, -0.26, 0.35], [0.04, 0.31, -0.20], [-0.02, -0.14, 0.04], [0.04, 0.05, -0.13], [0.05, 0.01, 0.06], [-0.02, 0.04, 0.00], [-0.04, 0.02, 0.02], [-0.05, 0.00, 0.01], [0.09, -0.01, -0.01], [-0.07, 0.03, 0.00], [0.06, -0.03, 0.00], [-0.06, -0.02, 0.02], [0.04, -0.07, 0.01], [0.00, 0.04, -0.01], [-0.01, 0.12, 0.00], [0.17, -0.03, -0.06], [0.13, -0.13, 0.06], [0.01, 0.00, 0.00], [-0.02, 0.01, 0.00], [0.00, 0.01, -0.01], [0.00, 0.00, 0.00]]}